1.
A molecular structure, C24H46BrClIrN7O2PS. Source: OMol25; level of theory: ωB97M-V/def2-TZVPD.

```
84
Properties=species:S:1:pos:R:3:lowdin_charge:R:1
Ir 1.868 -0.330 -1.152 1.05
C 0.237 1.059 5.950 -0.04
C -1.018 0.823 5.097 -0.56
C -1.941 -0.139 5.844 -0.05
C -1.760 2.152 4.896 -0.04
C -0.599 0.274 3.734 -0.15
C 0.236 1.028 2.917 -0.08
C 0.573 0.517 1.685 -0.52
Br 1.610 1.672 0.539 0.88
C 0.156 -0.719 1.181 -0.37
O 0.418 -1.126 -0.078 -0.35
C -0.625 -1.526 2.033 -0.07
C -1.000 -0.971 3.259 0.05
C -1.162 -2.917 1.654 -0.52
C -0.262 -3.691 0.677 -0.04
C -2.546 -2.724 1.017 -0.02
C -1.294 -3.810 2.898 -0.04
H -0.045 1.452 6.928 0.09
H 0.911 1.781 5.487 0.08
H 0.787 0.129 6.103 0.09
H -2.219 0.302 6.801 0.09
H -1.452 -1.092 6.053 0.09
H -2.863 -0.331 5.291 0.09
H -2.068 2.558 5.861 0.09
H -2.656 2.012 4.288 0.09
H -1.131 2.901 4.413 0.08
H 0.609 1.994 3.227 0.11
H -1.643 -1.561 3.890 0.10
H -0.296 -3.281 -0.328 0.05
H -0.608 -4.723 0.628 0.09
H 0.778 -3.706 1.015 0.09
H -2.474 -2.086 0.131 0.06
H -3.237 -2.254 1.719 0.09
H -2.965 -3.686 0.715 0.10
H -0.339 -3.903 3.418 0.10
H -1.608 -4.806 2.587 0.09
H -2.039 -3.462 3.611 0.08
C 6.254 1.206 -3.550 0.03
C 5.960 0.388 -2.353 -0.28
N 6.821 -0.211 -1.593 0.19
N 6.085 -0.849 -0.641 0.10
C 4.787 -0.663 -0.788 -0.62
S 3.444 -1.280 0.111 0.80
N 4.685 0.140 -1.863 -0.07
N 3.430 0.492 -2.397 -0.01
H 7.331 1.225 -3.699 0.11
H 5.903 2.231 -3.423 0.10
H 5.788 0.777 -4.439 0.10
H 6.554 -1.396 0.069 0.19
H 3.353 0.056 -3.321 0.08
H 3.380 1.507 -2.487 0.15
C -3.471 0.083 -2.360 -0.07
N -2.037 -0.193 -2.185 -0.28
C -1.656 -1.557 -2.554 -0.08
P -0.989 1.055 -2.348 0.59
O 0.460 0.510 -2.335 -0.48
N -1.046 1.902 -3.757 -0.29
C -0.319 1.458 -4.948 -0.08
C -2.233 2.697 -4.096 -0.08
N -1.401 2.116 -1.190 -0.29
C -2.111 1.753 0.040 -0.07
C -1.015 3.527 -1.245 -0.09
H -4.041 -0.563 -1.692 0.10
H -3.790 -0.106 -3.388 0.10
H -3.701 1.116 -2.111 0.07
H -2.476 -2.220 -2.283 0.10
H -0.788 -1.865 -1.981 0.03
H -1.475 -1.671 -3.628 0.10
H 0.599 0.951 -4.666 0.06
H -0.068 2.332 -5.549 0.09
H -0.921 0.785 -5.564 0.10
H -2.762 3.009 -3.199 0.07
H -2.921 2.134 -4.732 0.10
H -1.918 3.590 -4.637 0.10
H -2.210 0.675 0.130 0.08
H -3.102 2.212 0.048 0.10
H -1.556 2.124 0.903 0.08
H -0.453 3.739 -2.151 0.08
H -0.402 3.776 -0.378 0.06
H -1.904 4.160 -1.227 0.10
Cl 3.270 -2.359 -3.289 0.60
C 1.782 -1.978 -2.372 -0.70
H 1.539 -2.844 -1.763 0.02
H 1.008 -1.784 -3.107 0.01
```

Properties
Total charge: +2
Energy above the lowest of the compared OMol25 structures with the same formula, charge and spin, kcal/mol: 0.0
Expectation value of S²: 0.756
LUMO energy (spin up / spin down), eV: -5.649 / -8.898
Spin multiplicity: 2
Molar mass, g mol⁻¹: 835.29

2.
A molecular structure, C24H46Cl2N3O7SScSi. Source: OMol25; level of theory: ωB97M-V/def2-TZVPD.

```
85
Properties=species:S:1:pos:R:3:lowdin_charge:R:1
C 1.021 5.796 -0.953 -0.05
C 0.082 4.769 -0.305 -0.19
H 0.672 6.211 -1.922 0.09
H 2.012 5.353 -1.070 0.07
H 1.133 6.664 -0.313 0.07
C -1.079 5.069 0.291 -0.12
C -1.777 6.341 0.076 -0.10
H -1.427 4.434 1.087 0.10
H -2.188 6.400 -0.956 0.09
H -1.094 7.189 0.213 0.07
H -2.572 6.422 0.822 0.07
Sc -0.202 -2.621 -0.707 0.55
Cl -0.639 -3.157 -2.985 -0.02
C -0.451 -1.387 2.293 -0.26
O -0.788 -1.886 1.189 -0.20
N -0.704 -2.058 3.404 -0.15
C -1.561 -3.217 3.300 -0.02
C 0.026 -1.795 4.623 -0.02
H 0.028 -0.407 2.372 0.13
H -1.320 -3.823 2.422 0.09
H -2.617 -2.935 3.260 0.10
H -1.400 -3.802 4.196 0.08
H 1.076 -1.621 4.372 0.09
H -0.079 -2.683 5.242 0.09
H -0.377 -0.928 5.151 0.09
H 1.677 -8.405 -0.614 0.08
H 3.499 -7.560 -0.891 0.09
C 1.070 -7.548 -0.314 0.00
C 3.134 -6.622 -1.280 -0.04
N 1.819 -6.354 -0.729 -0.15
H 0.928 -7.587 0.765 0.10
C 1.423 -5.083 -0.655 -0.24
O 0.318 -4.637 -0.178 -0.12
H 3.805 -5.829 -0.990 0.09
H 2.187 -4.378 -1.053 0.15
H 0.096 -7.604 -0.820 0.11
H 3.164 -6.692 -2.364 0.10
H -2.283 1.332 -2.388 0.07
H -3.885 2.360 -0.267 0.09
C -3.151 0.659 -2.345 -0.05
C -4.383 1.381 -0.342 -0.06
N -3.493 0.395 -0.950 -0.17
H -2.934 -0.284 -2.852 0.09
C -3.187 -0.782 -0.325 -0.32
O -2.625 -1.754 -0.860 -0.15
H -4.661 1.048 0.665 0.08
H -3.497 -0.769 0.759 0.15
H -3.983 1.174 -2.834 0.09
H -5.294 1.507 -0.951 0.09
O 0.127 2.509 -1.399 -0.31
C 0.545 3.282 -0.198 -0.23
C -1.247 2.073 1.084 -0.08
C 0.037 2.608 1.074 -0.20
H -1.732 2.085 0.116 0.09
C -1.909 1.681 2.255 -0.08
H 1.643 3.326 -0.151 0.13
C 0.686 2.632 2.324 -0.03
H -2.974 1.444 2.204 0.09
C -1.239 1.713 3.481 -0.12
C 0.084 2.164 3.507 -0.09
H 1.683 3.058 2.385 0.12
H -1.734 1.385 4.399 0.10
H 0.603 2.195 4.481 0.11
Si 0.767 1.550 -2.643 0.50
Cl -0.228 -0.362 -0.921 0.49
C -0.274 0.624 -4.051 -0.19
C 2.052 0.030 -2.868 -0.22
C 1.490 3.255 -2.925 -0.18
H -1.258 0.270 -3.746 -0.03
H 0.186 -0.307 -4.431 0.01
H -0.426 1.219 -4.961 0.02
H 0.647 3.961 -2.961 0.04
H 2.101 3.371 -3.813 0.02
H 2.109 3.452 -2.038 0.02
H 2.383 -0.427 -1.923 -0.04
H 2.976 0.259 -3.440 0.03
H 1.655 -0.855 -3.418 0.00
C 4.103 -1.003 0.440 -0.13
S 2.374 -1.095 0.914 0.47
O 2.224 -1.760 2.200 -0.33
O 1.953 0.308 0.881 -0.35
O 1.817 -1.980 -0.207 -0.53
H 4.302 -1.933 -0.108 0.06
H 4.697 -0.915 1.360 0.07
H 4.259 -0.115 -0.192 0.07
```

Properties
Energy above the lowest of the compared OMol25 structures with the same formula, charge and spin, kcal/mol: 91.1
LUMO energy, eV: 0.156
Molar mass, g mol⁻¹: 664.66

3.
16 unconnected molecules or ions with the total composition C24H46Cl30O5. Source: OMol25; level of theory: ωB97M-V/def2-TZVPD.

```
105
Properties=species:S:1:pos:R:3:lowdin_charge:R:1
C 2.950 0.775 -2.296 -0.16
C 1.666 1.597 -2.905 -0.28
C 0.797 2.063 -1.643 -0.11
C -0.780 2.150 -1.900 -0.37
O -1.597 0.993 -1.724 -0.05
C -1.087 -0.155 -2.442 -0.14
C -2.040 -1.433 -2.326 -0.33
C -2.510 -1.745 -0.826 -0.11
O -3.222 -1.150 -3.153 -0.15
C -1.243 3.212 -3.037 -0.02
O -1.099 4.514 -2.371 -0.01
C -1.259 4.371 -0.965 -0.40
O -1.421 5.214 -0.074 0.11
O -1.210 2.972 -0.747 0.02
H 2.963 0.826 -1.135 0.00
H 3.927 1.288 -2.623 0.05
H 2.921 -0.336 -2.553 0.08
H 1.085 0.959 -3.665 0.08
H 2.122 2.480 -3.468 0.03
H 1.134 3.137 -1.395 0.09
H 0.954 1.437 -0.705 0.13
H -0.958 0.106 -3.558 0.14
H -0.046 -0.493 -2.070 0.14
H -1.513 -2.356 -2.766 0.15
H -2.524 -0.839 -0.145 0.00
H -1.907 -2.628 -0.393 0.08
H -3.597 -2.129 -0.868 0.01
H -3.210 -1.859 -3.843 -0.08
H -0.578 3.322 -3.960 0.05
H -2.344 3.030 -3.326 0.16
C -1.195 0.482 2.467 -1.06
Cl 0.509 0.740 2.866 0.54
Cl -1.546 -1.236 2.247 0.55
H -1.808 0.867 3.275 -0.09
H -1.426 1.012 1.542 0.02
C -1.414 2.688 5.687 -1.00
Cl -1.394 0.934 5.915 0.54
Cl -1.805 3.113 4.014 0.57
H -2.164 3.122 6.346 0.03
H -0.431 3.088 5.931 -0.08
C 1.603 -3.305 2.217 -1.05
Cl 2.177 -2.509 0.747 0.49
Cl 1.531 -5.060 2.007 0.49
H 2.280 -3.073 3.032 -0.11
H 0.604 -2.937 2.451 -0.02
C 2.035 4.199 3.396 -1.01
Cl 1.589 3.677 5.026 0.56
Cl 3.174 5.549 3.445 0.52
H 2.498 3.364 2.873 0.01
H 1.135 4.513 2.868 0.03
C -5.794 -3.441 -5.366 -0.98
Cl -4.081 -3.233 -4.978 0.63
Cl -6.185 -5.141 -5.640 0.52
H -6.392 -3.070 -4.535 0.04
H -6.023 -2.875 -6.268 0.03
C 3.633 5.463 -2.701 -0.97
Cl 3.583 3.881 -1.913 0.63
Cl 4.443 5.367 -4.269 0.51
H 2.613 5.815 -2.850 0.03
H 4.174 6.159 -2.064 0.03
C 4.959 -4.608 4.053 -1.00
Cl 5.918 -5.623 5.137 0.52
Cl 3.496 -4.022 4.854 0.53
H 5.559 -3.754 3.744 0.02
H 4.673 -5.194 3.180 0.03
C 5.760 7.063 -7.480 -1.03
Cl 5.743 5.302 -7.332 0.48
Cl 5.377 7.570 -9.129 0.51
H 5.020 7.482 -6.800 0.02
H 6.751 7.430 -7.219 0.03
C -1.621 -7.131 3.401 -1.07
Cl -2.019 -5.529 2.768 0.50
Cl -2.594 -8.385 2.620 0.55
H -0.570 -7.334 3.215 -0.04
H -1.816 -7.147 4.471 0.02
C -5.729 -0.882 0.920 -0.96
Cl -4.399 0.074 1.594 0.55
Cl -5.268 -2.574 0.688 0.56
H -6.573 -0.835 1.606 0.03
H -6.014 -0.463 -0.045 0.03
C 2.036 3.329 -6.795 -0.99
Cl 0.565 3.926 -6.013 0.56
Cl 2.414 1.680 -6.284 0.54
H 1.891 3.339 -7.874 0.03
H 2.867 3.981 -6.528 -0.02
C 4.007 0.466 2.104 -1.01
Cl 3.942 -1.108 2.900 0.53
Cl 4.829 0.365 0.542 0.56
H 2.989 0.821 1.945 -0.04
H 4.547 1.165 2.741 0.03
C 1.279 -6.799 6.512 -0.99
Cl 1.212 -8.562 6.628 0.51
Cl 0.951 -6.253 4.863 0.52
H 0.533 -6.373 7.181 0.03
H 2.272 -6.462 6.805 0.02
C -3.924 -10.750 4.903 -1.05
Cl -3.682 -12.501 4.875 0.50
Cl -3.682 -10.096 6.528 0.49
H -3.211 -10.282 4.225 -0.05
H -4.940 -10.528 4.581 0.03
C -3.178 8.213 -0.524 -1.04
Cl -4.525 9.008 -1.351 0.49
Cl -1.705 9.185 -0.626 0.49
H -3.439 8.074 0.524 0.03
H -2.998 7.246 -0.990 0.01
```

Properties
LUMO energy, eV: 0.196
Molar mass, g mol⁻¹: 1478.22